Entry 1:
The following is a DFT calculation (wB97M-V/def2-TZVPD) of one molecule with the formula C22H28O5.

Output
2S+1: 1
ΔE to the lowest compared entry with this formula, charge and spin: 0.000 eV
highest occupied orbital energy: -8.2 eV
structure (SMILES): Cc1ccc([C@H](C2=C(O)CC(C)(C)CC2=O)C2C(=O)CC(C)(C)CC2=O)o1

Element x y z (Å)
1 C -3.1907 0.6168 -1.1681
2 H 4.5042 3.4718 -0.3144
3 H 4.0091 2.6547 -1.7987
4 C -0.1149 -4.1673 -0.1061
5 C 2.1819 1.9734 0.0767
6 H -1.0643 -1.7822 -1.4775
7 H -4.5677 0.9906 1.9860
8 H 1.0365 -0.7819 -1.5656
9 H -2.9351 1.3178 -1.9692
10 C -3.6938 1.3942 0.0501
11 C -4.2256 0.4345 1.1164
12 C 1.2797 -0.2761 -0.6229
13 C -2.5094 2.1905 0.5964
14 C 3.7481 0.1219 -0.6717
15 C 2.6427 -0.7634 -0.1651
16 H 2.1076 3.0420 -0.1271
17 C -0.2930 -4.1900 1.2409
18 C -4.8116 2.3476 -0.3750
19 C -0.0956 -5.2418 -1.1317
20 C 0.1857 -0.6128 0.4267
21 H -3.4511 -0.2577 1.4375
22 H 3.6300 0.2431 -1.7510
23 C 3.6555 1.5082 0.0073
24 H 5.3001 1.1933 1.3805
25 C -1.0996 0.1373 0.1148
26 H -5.0629 -0.1401 0.7267
27 O -0.5134 1.6777 1.7835
28 H 5.4816 2.1548 -0.9616
29 C -1.9666 -0.1915 -0.8696
30 O -1.8445 -1.2406 -1.6899
31 H 3.7437 0.6269 1.9851
32 C 4.4631 2.5102 -0.8207
33 C 4.2356 1.4147 1.4192
34 O 2.8090 -1.7265 0.5363
35 H -0.4584 -5.0553 1.8491
36 O 0.0711 -2.8872 -0.5217
37 O 0.6430 1.7393 -1.7481
38 H -0.2914 -2.4931 2.6933
39 C -1.3034 1.3403 0.9172
40 C 0.0187 -2.0880 0.5805
41 H -2.1781 2.9140 -0.1558
42 H 1.7767 1.7925 1.0757
43 H 0.8660 -5.2600 -1.6437
44 C -0.2058 -2.8453 1.6864
45 H 4.1009 2.3563 1.9463
46 H -2.7833 2.7503 1.4925
47 H -0.2617 -6.2024 -0.6545
48 H -5.1688 2.9174 0.4794
49 H 4.7178 -0.3309 -0.4636
50 H 0.5206 -0.2295 1.3981
51 H -0.8723 -5.0745 -1.8779
52 C 1.2997 1.2241 -0.8781
53 H -3.9580 -0.0563 -1.5556
54 H -5.6492 1.7909 -0.7890
55 H -4.4581 3.0471 -1.1291

Computed natural (NBO) charges, given in elementary charges: atom 1 (C): -0.46, atom 2 (H): 0.21, atom 3 (H): 0.21, atom 4 (C): 0.28, atom 5 (C): -0.55, atom 6 (H): 0.51, atom 7 (H): 0.21, atom 8 (H): 0.25, atom 9 (H): 0.24, atom 10 (C): -0.03, atom 11 (C): -0.62, atom 12 (C): -0.44, atom 13 (C): -0.50, atom 14 (C): -0.52, atom 15 (C): 0.62, atom 16 (H): 0.24, atom 17 (C): -0.30, atom 18 (C): -0.60, atom 19 (C): -0.65, atom 20 (C): -0.28, atom 21 (H): 0.22, atom 22 (H): 0.23, atom 23 (C): -0.01, atom 24 (H): 0.21, atom 25 (C): -0.29, atom 26 (H): 0.21, atom 27 (O): -0.60, atom 28 (H): 0.21, atom 29 (C): 0.48, atom 30 (O): -0.66, atom 31 (H): 0.22, atom 32 (C): -0.60, atom 33 (C): -0.61, atom 34 (O): -0.52, atom 35 (H): 0.23, atom 36 (O): -0.47, atom 37 (O): -0.54, atom 38 (H): 0.23, atom 39 (C): 0.59, atom 40 (C): 0.31, atom 41 (H): 0.24, atom 42 (H): 0.26, atom 43 (H): 0.23, atom 44 (C): -0.28, atom 45 (H): 0.21, atom 46 (H): 0.23, atom 47 (H): 0.23, atom 48 (H): 0.21, atom 49 (H): 0.24, atom 50 (H): 0.28, atom 51 (H): 0.22, atom 52 (C): 0.64, atom 53 (H): 0.23, atom 54 (H): 0.21, atom 55 (H): 0.21

=====

Entry 2:
The following is a DFT calculation (wB97M-V/def2-TZVPD) of C10H22Cl2IO3P2V as an isolated structure.

Output
2S+1: 3
net charge: +2
<S²>: 2.07
ΔE to the lowest compared entry with this formula, charge and spin: 0.000 eV
highest occupied orbital energy (spin up / spin down): -16.0 / -16.0 eV

Element x y z (Å)
1 H -2.4420 2.8642 0.1929
2 C -2.2317 -0.1953 -0.1817
3 H -1.5991 -4.1343 -0.0829
4 H 0.7661 -0.3291 -3.8136
5 H 0.4002 4.2077 -0.9550
6 C -1.4636 -3.1914 0.4870
7 H 0.6320 2.1308 2.4659
8 H -2.2978 -2.4921 0.2588
9 C -1.6017 3.0796 0.8585
10 H -1.8600 2.7357 1.8639
11 H 0.7059 -2.2881 2.2594
12 H 1.3326 3.4807 1.5902
13 C 0.4739 -0.0392 -2.7903
14 H 2.1185 -2.0515 1.0930
15 H -0.0629 0.9348 -2.7797
16 P -0.1730 2.1320 0.2288
17 C -1.3152 -0.4116 3.1744
18 H 0.7701 -4.5334 -1.1096
19 H 1.6916 -3.1194 -1.7252
20 H 0.0457 -3.4110 -2.2872
21 H -1.4020 -3.3779 1.5738
22 Cl -1.3796 1.9390 4.3575
23 C 1.2175 -2.6646 1.3258
24 V -0.4560 -0.2113 0.3839
25 Cl -3.5498 -0.0668 4.7602
26 C 0.2311 3.1544 -1.2257
27 H -0.6121 3.1312 -1.9282
28 H 1.4581 -3.7547 1.4418
29 O -0.3918 -1.2396 3.4043
30 H 1.1246 2.7540 -1.7178
31 C 0.7085 -3.4839 -1.4221
32 C 1.0793 2.4189 1.5101
33 H -1.2736 -0.3294 5.2584
34 O -3.3968 -0.0107 -0.2655
35 C -1.8540 0.2142 4.4940
36 H -0.0905 -0.8625 -2.2927
37 O -1.7315 -0.0607 2.0258
38 P 0.0767 -2.4787 -0.0915
39 H 1.9493 1.7911 1.3032
40 I 2.2878 -0.0559 -1.7872
41 H -1.4048 4.1608 0.8673

Computed natural (NBO) charges, given in elementary charges: atom 1 (H): 0.25, atom 2 (C): 0.42, atom 3 (H): 0.29, atom 4 (H): 0.28, atom 5 (H): 0.29, atom 6 (C): -0.96, atom 7 (H): 0.27, atom 8 (H): 0.24, atom 9 (C): -0.92, atom 10 (H): 0.28, atom 11 (H): 0.32, atom 12 (H): 0.30, atom 13 (C): -0.77, atom 14 (H): 0.25, atom 15 (H): 0.24, atom 16 (P): 0.90, atom 17 (C): 0.77, atom 18 (H): 0.29, atom 19 (H): 0.28, atom 20 (H): 0.27, atom 21 (H): 0.29, atom 22 (Cl): 0.00, atom 23 (C): -0.98, atom 24 (V): 1.01, atom 25 (Cl): 0.08, atom 26 (C): -0.93, atom 27 (H): 0.26, atom 28 (H): 0.29, atom 29 (O): -0.62, atom 30 (H): 0.26, atom 31 (C): -0.95, atom 32 (C): -0.94, atom 33 (H): 0.28, atom 34 (O): -0.30, atom 35 (C): -0.31, atom 36 (H): 0.21, atom 37 (O): -0.77, atom 38 (P): 0.96, atom 39 (H): 0.25, atom 40 (I): 0.33, atom 41 (H): 0.28

=====

Entry 3:
The following is a DFT calculation (wB97M-V/def2-TZVPD) of one molecule with the formula C3H8O2.

Output
2S+1: 1
ΔE to the lowest compared entry with this formula, charge and spin: 1.265 eV
highest occupied orbital energy: -10.2 eV
structure (SMILES): C[C@@H](O)CO

Element x y z (Å)
1 O -0.8929 -0.0432 -1.4389
2 H -0.1363 -0.1370 1.7750
3 O -0.7491 1.4244 0.5801
4 H -0.6053 -1.7543 -0.2937
5 C 1.3501 0.1071 0.2202
6 H -2.0572 -0.7668 0.0833
7 H -1.0682 1.3562 -0.3593
8 H 1.7831 -0.8565 0.5067
9 H 0.0533 0.1913 -1.4114
10 C -0.1517 0.1556 0.7160
11 C -0.9956 -0.7385 -0.1924
12 H 1.6176 0.2099 -0.8549
13 H 1.8926 0.9193 0.7012

Computed natural (NBO) charges, given in elementary charges: atom 1 (O): -0.72, atom 2 (H): 0.19, atom 3 (O): -0.72, atom 4 (H): 0.17, atom 5 (C): -0.66, atom 6 (H): 0.20, atom 7 (H): 0.48, atom 8 (H): 0.22, atom 9 (H): 0.47, atom 10 (C): 0.07, atom 11 (C): -0.10, atom 12 (H): 0.19, atom 13 (H): 0.23

=====

Entry 4:
The following is a DFT calculation (wB97M-V/def2-TZVPD) of a 3-piece molecular cluster, C21H36N2O5 overall.

Output
2S+1: 1
ΔE to the lowest compared entry with this formula, charge and spin: 1.686 eV
highest occupied orbital energy: -9.2 eV
structure (SMILES): CCOCCOCCOCc1cnc2ccccc2n1.CC(C)O.CC(C)O

Element x y z (Å)
1 O -4.1587 -1.3733 2.7991
2 C -1.6845 5.5340 -1.8658
3 H 6.5252 3.9804 -1.4290
4 O 1.3094 -0.5795 0.5926
5 C 1.1366 1.9771 -0.7676
6 H 5.6725 4.3789 -2.9305
7 C 0.1651 -5.3784 -0.3046
8 H -3.3603 5.8354 -0.4983
9 C -2.4878 5.2519 -0.7412
10 H -1.9180 -5.9355 -0.4436
11 C -0.5714 4.7700 -2.1265
12 C 5.2288 2.4051 -2.1735
13 O 4.0232 2.2859 -2.9244
14 C -0.9387 -6.4155 -0.4447
15 H -5.1389 0.1593 4.3824
16 H 0.1893 -4.8686 -2.1889
17 C -2.8929 -2.0029 2.8119
18 H -1.9527 6.3475 -2.5179
19 H 3.3171 2.6986 -2.4142
20 H 4.7984 4.3756 -1.4013
21 H 5.9992 1.9262 -2.7793
22 H 0.0392 4.9880 -2.9881
23 O -1.0953 -1.9902 1.1646
24 C -2.4448 -2.3698 1.3907
25 O 0.0710 -4.4094 -1.3506
26 H 2.0084 1.3627 -0.9461
27 H -2.1440 -1.3837 3.3030
28 C -4.9739 0.7844 3.5132
29 C 0.5404 -1.1978 -0.4270
30 C 1.5431 -6.0218 -0.3024
31 H -0.8375 -6.9549 -1.3907
32 H 1.6448 -6.7366 0.5151
33 C -4.1143 0.0163 2.5111
34 H 2.3193 -5.2632 -0.2001
35 H 0.9827 -2.1759 -0.5895
36 H 4.3047 2.1155 -0.2421
37 H -3.1103 -1.8549 0.7042
38 H -4.5099 1.7196 3.8053
39 C 5.1022 1.6721 -0.8455
40 H -1.3593 -1.9683 -0.9072
41 H 0.6112 -0.6739 -1.3813
42 H -5.9501 1.0317 3.1085
43 H -0.1726 0.2046 1.8243
44 H -3.0162 -2.9078 3.3985
45 H 1.4234 0.8970 1.9421
46 H 1.7191 -6.5492 -1.2443
47 H 0.0237 -4.8186 0.6212
48 C 0.3168 1.6495 0.3365
49 H -2.7437 3.9507 0.9500
50 C -0.9165 -1.3894 -0.0967
51 N -0.7430 2.3428 0.6405
52 C -0.2105 3.6904 -1.2885
53 C 0.6891 0.5075 1.2364
54 H -1.4148 -0.4114 -0.1090
55 N 0.9113 2.9635 -1.5876
56 H -3.0902 0.3837 2.5297
57 C -2.1546 4.1984 0.0825
58 H 4.8477 0.6242 -1.0084
59 H -4.4919 0.1963 1.5049
60 H 6.0303 1.7203 -0.2739
61 C 5.5839 3.8706 -1.9701
62 H -2.5535 -3.4428 1.2427
63 C -1.0206 3.3988 -0.1793
64 H -0.9056 -7.1412 0.3689

Computed natural (NBO) charges, given in elementary charges: atom 1 (O): -0.54, atom 2 (C): -0.21, atom 3 (H): 0.21, atom 4 (O): -0.52, atom 5 (C): 0.01, atom 6 (H): 0.22, atom 7 (C): 0.09, atom 8 (H): 0.22, atom 9 (C): -0.20, atom 10 (H): 0.22, atom 11 (C): -0.18, atom 12 (C): 0.10, atom 13 (O): -0.72, atom 14 (C): -0.63, atom 15 (H): 0.22, atom 16 (H): 0.46, atom 17 (C): -0.08, atom 18 (H): 0.22, atom 19 (H): 0.47, atom 20 (H): 0.20, atom 21 (H): 0.17, atom 22 (H): 0.23, atom 23 (O): -0.55, atom 24 (C): -0.09, atom 25 (O): -0.73, atom 26 (H): 0.21, atom 27 (H): 0.18, atom 28 (C): -0.63, atom 29 (C): -0.09, atom 30 (C): -0.63, atom 31 (H): 0.20, atom 32 (H): 0.21, atom 33 (C): -0.07, atom 34 (H): 0.22, atom 35 (H): 0.22, atom 36 (H): 0.19, atom 37 (H): 0.18, atom 38 (H): 0.21, atom 39 (C): -0.63, atom 40 (H): 0.19, atom 41 (H): 0.17, atom 42 (H): 0.21, atom 43 (H): 0.20, atom 44 (H): 0.19, atom 45 (H): 0.21, atom 46 (H): 0.20, atom 47 (H): 0.18, atom 48 (C): 0.15, atom 49 (H): 0.22, atom 50 (C): -0.10, atom 51 (N): -0.39, atom 52 (C): 0.07, atom 53 (C): -0.10, atom 54 (H): 0.16, atom 55 (N): -0.37, atom 56 (H): 0.17, atom 57 (C): -0.22, atom 58 (H): 0.22, atom 59 (H): 0.17, atom 60 (H): 0.21, atom 61 (C): -0.63, atom 62 (H): 0.17, atom 63 (C): 0.18, atom 64 (H): 0.21

=====

Number 1: strongest force on any atom 1.18 eV/A. Number 2: strongest force on any atom 10.18 eV/A. Number 3: strongest force on any atom 1.23 eV/A. Number 4: strongest force on any atom 0.96 eV/A.